Computed, not measured: a cluster of 2 separate species, C16H27F2N2O6 in total at a distorted geometry, with ωB97M-V/def2-TZVPD.

```
53
Properties=species:S:1:pos:R:3:forces:R:3:lowdin_spin:R:1
C 1.75704 -0.82056 0.93637 0.51 0.49 -0.11 0.00
C 2.70580 -1.83079 1.58266 -0.30 -0.49 -0.19 0.00
C 2.78841 -3.20136 0.88118 -0.46 0.20 0.87 0.00
O 2.46987 -3.20238 -0.51324 0.89 0.03 0.93 0.00
C 3.48933 -2.84730 -1.35906 -1.54 -0.91 -1.18 0.00
O 2.89065 -2.92563 -2.68693 0.43 0.17 0.48 0.00
N 1.44449 -2.70348 -2.60953 -0.61 0.11 0.00 0.00
O 1.16450 -1.75426 -3.20025 -0.03 -0.05 -0.26 0.00
C 4.08014 -1.42904 -1.35730 0.75 -0.73 -0.95 0.00
F 4.94697 -1.25525 -0.32796 -0.19 0.34 1.20 0.00
O 4.91616 -1.48254 -2.48397 -0.06 0.21 0.35 0.00
C 5.57854 -2.70004 -2.38887 -4.30 0.84 1.53 0.00
O 6.60540 -2.85716 -2.84802 4.46 -1.07 -2.05 0.00
C 4.70740 -3.72688 -1.56375 1.70 1.52 -1.37 0.00
F 5.49098 -4.02556 -0.49366 -0.27 -0.48 0.82 0.00
H 0.85907 -0.63836 1.50796 -0.27 -0.12 0.18 0.00
H 1.44680 -1.06848 -0.07248 -0.05 -0.26 -0.10 0.00
H 2.27962 0.12846 0.86797 -0.04 0.32 -0.04 0.00
H 2.33751 -2.02112 2.58300 0.02 -0.19 0.31 0.00
H 3.70842 -1.45434 1.71806 0.17 0.39 -0.18 0.00
H 2.05788 -3.84909 1.34377 -0.39 -0.24 -0.21 0.00
H 3.74377 -3.66372 1.09206 0.36 -0.05 -0.28 0.00
H 3.36142 -0.63681 -1.42400 -0.24 0.47 -0.05 0.00
H 4.60559 -4.56768 -2.23495 -0.59 -0.48 0.31 0.00
C -1.73483 3.08397 -1.04519 0.19 0.19 0.28 0.00
C -2.40135 1.70101 -0.80770 0.65 1.38 -1.17 0.03
C -3.92862 1.81180 -0.88306 -0.41 -0.15 0.41 0.02
C -4.55894 2.46397 0.34366 0.08 -0.02 -0.05 0.00
C -4.11397 1.74213 1.61346 -0.32 -0.11 -0.41 0.01
C -2.59198 1.65896 1.73945 0.44 1.38 1.22 0.03
N -1.96049 1.11732 0.49434 -1.84 -0.81 -0.17 0.36
O -2.14223 -0.15448 0.46152 0.72 -0.65 0.07 0.55
C -2.05256 3.06290 2.08712 0.04 0.18 -0.17 0.00
C -2.21818 0.79724 2.94356 0.04 -0.58 -0.15 0.00
C -1.93711 0.84924 -1.98882 0.01 -0.64 0.20 0.00
H -0.88742 3.00001 -1.72645 -0.10 -0.12 -0.09 0.00
H -2.43554 3.79958 -1.47761 -0.02 -0.05 -0.01 0.00
H -1.31709 3.53448 -0.15140 -0.14 -0.03 0.05 0.00
H -4.35847 0.81112 -0.99757 0.15 -0.06 0.06 0.00
H -4.20829 2.36436 -1.78193 0.17 0.00 -0.05 0.00
H -4.29750 3.52555 0.38297 0.04 -0.02 0.04 0.00
H -5.64698 2.42206 0.26057 0.01 0.02 0.00 0.00
H -4.52310 2.25212 2.48854 0.16 -0.01 0.08 0.00
H -4.54409 0.73552 1.61571 0.14 -0.05 -0.04 0.00
H -0.96234 3.08587 2.03763 -0.01 -0.01 -0.04 0.00
H -2.33489 3.32935 3.10596 -0.05 -0.16 0.02 0.00
H -2.44887 3.85393 1.45376 0.05 -0.04 -0.05 0.00
H -2.64633 -0.20264 2.88957 0.08 0.01 -0.13 0.00
H -2.59157 1.25619 3.85849 -0.03 0.15 -0.08 0.00
H -1.13416 0.70234 3.03440 -0.01 0.00 -0.04 0.00
H -0.85701 0.69524 -1.96226 -0.01 0.01 0.04 0.00
H -2.18260 1.36132 -2.91981 0.00 0.16 0.08 0.00
H -2.41930 -0.12711 -2.01800 0.04 0.01 0.11 0.00
```
Forces are in eV/Å.

DFT total energy	-37723.7526	eV
net charge	0
LUMO (spin up / spin down)	-0.3 / -0.3	eV
HOMO level (spin up / spin down)	-8.66 / -9.54	eV
frontier orbital gap (spin up / spin down)	8.31 / 9.19	eV
spin multiplicity	2

=====

Computed, not measured: the ion C16H27N2O3 with charge +1, with ωB97M-V/def2-TZVPD.

```
48
Properties=species:S:1:pos:R:3:forces:R:3:lowdin_charge:R:1
C 6.79536 0.35160 -1.15552 0.15 0.18 -0.10 -0.08
O 5.97248 -0.67563 -0.64981 -0.16 -0.25 0.12 -0.08
C 4.74994 -0.35659 -0.16730 -0.21 0.09 0.05 -0.28
C 4.19616 0.91753 -0.15516 0.40 -0.17 -0.13 -0.01
C 2.92495 1.13190 0.35897 -0.42 -0.04 0.19 -0.02
C 2.19019 0.07885 0.87602 0.04 -0.03 -0.06 -0.26
O 0.91044 0.17799 1.40552 0.16 -0.24 -0.09 -0.09
C 0.37405 1.45670 1.63869 -0.21 0.44 -0.28 -0.15
C -0.30466 2.04340 0.39730 0.47 -0.02 0.31 -0.15
O -1.56060 1.40036 0.23876 -0.23 -0.13 0.11 -0.19
C -2.30116 1.83596 -0.89479 -0.45 0.06 -0.17 -0.16
C -3.78727 1.46827 -0.71470 0.43 0.24 -0.06 -0.14
N -4.10567 0.09824 -0.41515 0.20 -0.01 0.08 -0.17
C -3.81665 -0.91556 -1.38459 0.01 -0.14 -0.02 -0.13
C -2.38129 -1.49590 -1.25986 -0.49 0.05 -0.68 -0.08
N -1.87314 -1.30336 0.11831 0.16 0.36 0.13 -0.15
C -0.71199 -2.15696 0.38963 0.62 -0.45 0.22 0.00
C -2.96482 -1.51086 1.08961 -0.58 0.13 0.43 -0.08
C -3.98052 -0.36252 0.95321 -0.28 -0.04 0.12 -0.13
C 2.74505 -1.20090 0.87157 -0.09 0.19 -0.01 -0.01
C 4.00136 -1.41569 0.35632 0.13 0.12 -0.09 0.02
H 7.71864 -0.13675 -1.46079 -0.05 0.09 0.01 0.10
H 6.34069 0.83921 -2.02339 0.00 -0.01 0.04 0.10
H 7.01842 1.09972 -0.38911 -0.02 -0.02 -0.02 0.10
H 4.74012 1.76392 -0.54170 0.09 0.05 -0.05 0.11
H 2.53862 2.13925 0.34811 -0.05 0.08 0.00 0.11
H 1.13644 2.14738 2.00967 -0.03 -0.05 0.01 0.13
H -0.38295 1.32368 2.41773 0.09 0.11 -0.05 0.14
H -0.46037 3.12023 0.52938 -0.02 -0.06 -0.02 0.14
H 0.31299 1.87871 -0.49529 -0.03 0.05 0.09 0.14
H -1.88253 1.38914 -1.80759 0.00 0.04 0.05 0.13
H -2.22838 2.92437 -0.99040 0.05 -0.04 -0.02 0.13
H -4.30310 1.74285 -1.63872 0.00 0.11 0.04 0.13
H -4.19980 2.07901 0.08966 0.00 0.07 -0.07 0.13
H -4.54278 -1.72306 -1.24692 0.08 -0.04 -0.13 0.13
H -3.96314 -0.51031 -2.38552 0.01 -0.10 -0.02 0.14
H -1.69050 -1.01324 -1.95230 0.07 -0.02 0.14 0.13
H -2.39512 -2.56508 -1.48225 0.13 0.04 0.11 0.14
H -1.59314 -0.28902 0.22126 -0.01 -0.36 -0.11 0.14
H -0.27498 -1.88780 1.34864 -0.12 0.03 -0.06 0.10
H 0.04470 -2.01354 -0.37943 -0.06 0.08 -0.04 0.11
H -1.01360 -3.20379 0.40308 -0.13 0.05 -0.06 0.12
H -3.42892 -2.47858 0.88720 0.15 0.01 -0.04 0.14
H -2.55177 -1.52847 2.09840 0.07 -0.07 -0.09 0.14
H -4.95641 -0.71882 1.30755 0.16 -0.04 0.14 0.13
H -3.67978 0.47498 1.58309 -0.02 -0.07 0.00 0.13
H 2.18678 -2.01977 1.29665 -0.06 -0.11 0.08 0.11
H 4.43769 -2.40101 0.35599 0.06 -0.14 0.01 0.13
```
Forces are in eV/Å.

DFT total energy	-26145.6206	eV
net charge	+1
LUMO	-2.1	eV
relative energy (zero: lowest compared OMol25 entry of this formula, charge and spin)	47.6	kcal/mol
HOMO level	-10.55	eV
frontier orbital gap	8.46	eV

=====

Computed, not measured: an isolated molecule of C16H27N3O4S2 at a distorted geometry, with ωB97M-V/def2-TZVPD.

```
52
Properties=species:S:1:pos:R:3:forces:R:3:lowdin_charge:R:1
C -3.94329 -1.57331 -2.08868 -1.76 3.56 -6.38 -0.09
C -3.98701 -0.43076 -1.19659 -0.51 -2.74 3.35 -0.30
O -2.75312 -0.14475 -0.54255 -2.11 -3.91 -3.28 -0.19
C -2.89245 0.76816 0.41963 1.43 -1.67 2.29 -0.36
C -1.50389 0.99150 0.71487 1.26 5.16 6.58 -0.16
C -0.79580 1.87142 -0.41495 -0.78 -2.14 1.19 -0.15
N 0.37196 2.61839 -0.07507 3.64 -0.73 1.94 -0.17
C 0.28095 3.59004 0.99377 -2.03 2.27 -1.76 -0.12
C 1.72318 1.99937 0.14408 -6.80 -8.71 -6.11 -0.22
C 1.84471 0.84504 1.09440 -1.09 -1.34 6.02 -0.18
C 3.26146 0.29557 1.32537 1.89 2.42 -0.53 -0.13
N 3.83341 -0.03905 -0.10365 0.07 -6.10 7.38 -0.21
S 3.59790 -1.73054 -0.19039 1.35 0.53 -9.46 0.81
O 4.11512 -2.03230 -1.70373 -1.74 0.82 6.32 -0.38
O 4.07678 -2.33738 0.98475 0.87 -0.84 1.20 -0.28
C 1.87706 -2.05220 -0.28967 1.16 -1.80 2.12 -0.41
C 1.06767 -2.04747 -1.30313 3.72 1.27 -10.04 -0.63
S -0.53147 -2.20285 -1.39922 -1.04 -1.38 4.82 1.08
C -0.12327 -2.57841 0.52251 -6.88 -1.95 1.00 -0.22
C -1.34025 -2.94800 1.63673 3.92 1.93 -4.41 -0.47
N -2.50115 -2.46932 1.08521 -1.09 -2.80 5.26 0.16
O -0.96799 -3.47744 2.65840 -1.92 0.49 -0.53 0.08
C 1.13799 -2.65502 0.80020 2.49 3.36 0.40 -0.10
C 3.49219 0.68198 -1.14765 -0.72 9.39 -0.46 -0.32
C 2.11289 1.26928 -1.39980 -0.60 -2.98 8.52 -0.01
H -5.04287 -1.62133 -2.69286 3.05 0.03 1.66 0.17
H -3.14647 -1.32458 -2.90300 -1.34 -0.80 1.17 0.11
H -3.76135 -2.45749 -1.69832 0.83 -4.29 1.99 0.00
H -4.27362 0.35614 -1.68907 -1.11 4.80 -3.23 0.06
H -4.91324 -0.53956 -0.56955 1.13 -0.24 0.87 0.15
H -3.37751 0.40846 1.30790 -0.80 -0.46 0.49 0.13
H -3.36505 1.57315 0.06158 -1.97 3.51 -1.19 0.09
H -1.65590 1.76386 1.76579 0.70 -1.53 -2.67 0.18
H -1.10123 0.14024 1.36131 0.25 0.76 -1.99 0.12
H -0.58905 0.95984 -1.02008 0.31 1.61 -1.04 0.11
H -1.56837 2.63154 -0.82519 1.04 -1.61 0.43 0.16
H 0.14203 3.47721 2.06001 0.46 -1.34 0.42 0.08
H 0.96197 4.44161 0.82087 0.16 -0.61 0.08 0.10
H -0.66247 3.98280 0.67139 -1.04 1.28 0.54 0.07
H 2.33845 2.66274 0.33243 5.86 6.64 1.81 0.04
H 1.10304 -0.00210 1.16810 0.49 0.93 -1.52 0.10
H 1.65102 1.13622 2.24486 0.02 0.37 -2.12 0.16
H 3.50250 -0.54797 2.11227 -1.02 1.60 -2.03 0.15
H 3.83210 1.23756 1.77527 -0.53 -1.94 -1.29 0.15
H 1.45689 -2.04254 -2.49600 -0.27 0.64 3.39 0.16
H -2.68868 -1.93792 0.26016 0.54 0.44 -0.18 0.03
H -3.21980 -2.68343 1.82570 0.13 0.80 -1.79 0.15
H 1.58880 -2.43084 1.74958 -0.32 -1.24 0.88 0.14
H 3.83965 0.39495 -2.01135 2.37 -2.34 -4.34 0.06
H 4.09879 1.72140 -0.94318 -0.71 -1.94 -0.73 0.18
H 1.41873 0.44818 -1.18029 -0.48 0.43 -1.82 0.07
H 1.97808 2.03992 -2.01315 -0.50 2.37 -3.22 0.07
```
Forces are in eV/Å.

DFT total energy	-51347.6915	eV
net charge	0
LUMO	0.2	eV
relative energy (zero: lowest compared OMol25 entry of this formula, charge and spin)	302.9	kcal/mol
HOMO level	-8.59	eV
frontier orbital gap	8.83	eV

=====

Computed, not measured: a structure of composition C16H27OSe2Tl at a distorted geometry, with ωB97M-V/def2-TZVPD.

```
47
Properties=species:S:1:pos:R:3:forces:R:3:lowdin_charge:R:1
Tl -9.68222 13.80985 -2.80374 0.54 0.18 -0.19 0.90
C -5.57317 11.23774 -3.94776 -0.06 0.53 0.11 -0.39
Se -5.14636 12.59678 -5.32881 0.44 0.01 1.09 0.89
C -5.83109 11.64156 -6.83675 0.26 -0.93 -0.05 -0.63
C -7.26504 11.27366 -6.68191 -0.50 0.46 1.92 -0.57
Se -8.49928 12.81850 -6.42193 0.81 -0.30 -0.39 0.82
C -10.01267 11.68393 -6.69587 -0.50 -0.95 2.50 -0.45
H -5.49852 10.25140 -4.33595 0.27 -0.82 -0.71 0.01
H -6.58426 11.33084 -3.58458 -0.38 0.36 0.05 0.01
H -4.90929 11.26044 -3.08587 0.20 0.48 -0.19 0.02
H -5.29423 10.68939 -6.93105 0.20 0.22 0.01 0.07
H -5.62605 12.20431 -7.73588 0.00 0.38 -0.12 0.06
H -7.37320 10.59831 -5.78768 -0.12 0.55 -1.00 0.08
H -7.61665 10.80588 -7.55806 -0.50 -0.76 -0.96 0.04
H -10.21972 11.18955 -5.70159 0.03 0.39 -1.05 0.05
H -9.95180 10.90474 -7.40927 0.71 -0.63 -0.93 0.02
H -10.87475 12.23165 -6.94553 -0.96 0.94 -0.26 -0.02
C -12.55966 12.73001 0.42051 0.10 -2.23 -0.24 -0.03
C -12.01577 11.73792 -0.66425 0.77 0.74 0.00 -0.31
C -10.39635 11.70615 -0.68630 -1.53 -1.24 -1.70 -0.12
C -12.77378 11.79926 -1.98253 0.20 -0.87 -0.16 -0.15
C -13.56057 10.68041 -2.33397 0.68 1.95 0.46 -0.05
C -14.35141 10.71636 -3.44392 -1.00 -0.76 -0.73 -0.10
C -14.35037 11.84560 -4.25580 0.82 -0.10 1.26 -0.05
C -13.51254 12.91660 -3.99516 -0.44 0.76 -0.91 -0.13
C -13.59094 14.15143 -4.94084 0.14 -1.58 0.85 -0.38
C -14.25540 15.29470 -4.24406 -1.13 0.01 1.39 -0.08
C -12.23302 14.56432 -5.48260 1.31 0.21 1.01 -0.07
C -12.70161 12.89019 -2.85864 0.60 -0.28 0.45 -0.35
O -11.83996 13.86450 -2.58655 -0.33 0.56 0.21 -0.40
H -12.93184 12.09649 1.27458 -0.42 1.04 -0.93 0.10
H -13.20308 13.45140 -0.04413 -0.77 0.15 0.26 0.07
H -11.74412 13.23645 0.82819 1.36 1.14 0.69 0.04
H -12.29098 10.75976 -0.31304 0.19 -0.52 0.26 0.09
H -9.79913 12.52788 -0.31261 -0.32 0.65 -0.18 0.03
H -10.02691 11.31987 -1.69586 -0.35 0.67 1.11 0.06
H -10.17280 10.90297 -0.02536 0.50 -0.74 0.66 0.05
H -13.62063 9.89578 -1.63126 -0.01 -1.03 0.51 0.09
H -15.01536 9.85921 -3.64236 0.31 0.57 -0.07 0.10
H -15.04773 11.95428 -5.02700 -0.87 -0.12 -1.30 0.09
H -14.20197 13.80285 -5.78392 0.12 0.19 -0.01 0.13
H -13.56930 15.60238 -3.44829 -0.21 0.41 -0.13 0.08
H -15.23180 15.04731 -3.74215 0.89 -0.15 -0.50 0.10
H -14.49978 16.08760 -4.92628 0.23 0.67 -0.30 0.07
H -11.50189 15.01861 -4.69997 -1.73 -0.32 -1.26 0.07
H -12.40234 15.24750 -6.31963 0.50 -0.08 0.01 0.09
H -11.70448 13.65152 -5.76715 -0.06 0.20 -0.54 0.04
```
Forces are in eV/Å.

DFT total energy	-154461.8253	eV
net charge	0
LUMO	-0.1	eV
relative energy (zero: lowest compared OMol25 entry of this formula, charge and spin)	18.7	kcal/mol
HOMO level	-7.36	eV
frontier orbital gap	7.29	eV